Record 1
ORCA calculation (ωB97M-V/def2-TZVPD) on a molecular structure, C11H8AuN4O10 in a non-equilibrium geometry.

Last column: Mulliken spin population.
Element x y z (Å)
Au1 -1.5289 -0.1529 -0.7973  0.61
N1 -3.6682 -0.9927 -0.2895  0.12
C1 -3.7628 -0.9840 1.1678  -0.01
C2 -3.5208 0.4401 1.7048  -0.02
O1 -4.2389 1.0886 2.4283  0.10
N2 -2.2459 0.9306 1.4296  0.74
C3 -2.2079 2.2796 0.9879  0.00
C4 -2.7612 2.5583 -0.4343  0.02
O2 -3.2700 3.6027 -0.7243  0.03
O3 -2.7169 1.5351 -1.2579  0.12
H1 -4.4701 -0.5653 -0.7118  -0.01
H2 -3.6913 -1.9369 -0.6561  -0.01
H3 -2.9107 -1.5594 1.5430  0.00
H4 -4.6972 -1.4182 1.5672  0.01
H5 -1.1453 2.6427 1.0461  0.00
H6 -2.8739 2.8467 1.6647  0.03
O4 0.7533 -3.5541 -0.0300  0.01
C5 0.4417 -2.3850 -0.3519  0.01
O5 -0.8059 -2.0389 -0.4204  0.11
C6 1.5992 -1.3930 -0.5592  -0.04
C7 2.8829 -1.9093 -0.5909  0.00
C8 3.9751 -1.1019 -0.6033  0.00
C9 3.9048 0.2705 -0.4818  0.00
C10 2.6595 0.8141 -0.5495  0.02
C11 1.4711 0.0265 -0.7058  0.03
O6 0.3726 0.6992 -0.9706  0.14
N3 2.5796 2.2378 -0.2803  0.00
O7 1.5826 2.9058 -0.4392  0.00
O8 3.6029 2.7411 0.1870  0.00
N4 5.3031 -1.6849 -0.6333  0.00
O9 5.3956 -2.8914 -0.4004  0.00
O10 6.2524 -0.9610 -0.8827  0.00
H7 2.9357 -2.9757 -0.5168  0.00
H8 4.8039 0.8849 -0.4392  0.00

ΔE to the lowest compared entry with this formula, charge and spin = 0.0 kcal/mol
multiplicity = 3
highest occupied orbital energy (alpha / beta) = -0.20350 / -0.22832 hartree
frontier orbital gap (alpha / beta) = 7.65 / 6.83 eV
net charge = -1
max |F| = 2.28 eV Å⁻¹

---

Record 2
ORCA calculation (ωB97M-V/def2-TZVPD) on a molecular structure, C11H8BF4INO3PPdS2 in a non-equilibrium geometry.

Last column: Mulliken charge in e.
Element x y z (Å)
C1 -1.0744 1.2287 3.5667  -0.94
B1 -1.5762 0.0798 2.6465  0.81
O1 -2.7489 -0.5553 2.9475  -0.61
C2 -0.8092 -0.4882 1.3217  0.61
C3 -0.3338 -1.8148 1.4025  -0.52
I1 -0.5851 -2.9013 3.1244  0.26
C4 0.3611 -2.4600 0.3517  -0.03
S1 0.9763 -4.0996 0.4947  -0.16
C5 0.5411 -1.7342 -0.7994  0.23
C6 0.0432 -0.4203 -0.9243  0.51
C7 -0.6226 0.2305 0.1326  -0.11
C8 -1.1574 1.6570 0.0946  0.96
F1 -2.4600 1.6306 0.4361  -0.29
F2 -0.5143 2.3379 1.0743  -0.32
C9 -1.0338 2.5345 -1.1636  0.61
F3 -1.2331 3.8083 -0.7922  -0.26
F4 -2.0163 2.1993 -2.0131  -0.23
C10 0.4037 -0.0333 -2.3187  0.08
O2 -0.0958 0.6401 -3.1808  -0.67
N1 1.6012 -0.8007 -2.6326  0.08
P1 3.0284 -0.0430 -2.2789  0.29
S2 3.8432 -0.4142 -0.5804  -0.04
C11 1.2565 -2.1130 -2.0503  -0.27
O3 1.4548 -3.1483 -2.5367  -0.36
H1 -1.4556 2.1512 3.1294  0.33
H2 0.0056 1.3499 3.5745  0.31
H3 -1.4849 1.1792 4.5689  0.39
H4 -2.7190 -1.0009 3.7991  0.32
H5 0.3727 -4.6912 -0.5529  0.28
H6 -0.0541 2.4976 -1.6496  -0.10
H7 2.6452 1.4323 -2.3555  0.31
H8 3.9244 -0.2225 -3.3420  0.22
Pd1 1.5170 1.9841 -3.4945  0.31

highest occupied orbital energy = -0.56492 hartree
frontier orbital gap = 2.90 eV
net charge = +2
max |F| = 2.59 eV Å⁻¹

---

Record 3
ORCA calculation (ωB97M-V/def2-TZVPD) on a molecular structure, C11H8BrNO4Yb in a non-equilibrium geometry.

Last column: Mulliken spin population.
Element x y z (Å)
Yb1 -0.5654 0.8705 -0.3790  1.01
C1 -0.5285 2.5230 1.3560  0.00
O1 -0.6380 3.4627 2.0049  0.00
C2 -0.5128 3.1984 -1.3567  0.00
O2 -0.5808 4.3078 -1.6973  0.00
C3 -2.7746 2.1078 -0.2602  0.00
O3 -3.7239 2.7522 -0.1416  0.00
C4 1.6297 2.0439 -0.3681  0.00
O4 2.7010 2.4757 -0.2931  0.00
C5 -0.4463 -1.0904 -3.4884  0.00
H1 0.4963 -1.5929 -3.2433  0.00
H2 -1.3859 -1.6255 -3.2835  0.00
C6 -0.4454 0.1318 -4.0380  0.00
H3 -1.3868 0.6720 -4.2504  0.00
H4 0.4951 0.6759 -4.2122  0.00
Br1 -0.9151 -4.5279 1.8268  0.00
C7 -0.0320 -2.8626 1.9599  0.00
C8 0.9918 -2.7330 2.8884  0.00
C9 1.6954 -1.5375 2.9614  0.00
C10 1.3561 -0.4744 2.1075  0.00
N1 0.3277 -0.6025 1.2356  0.00
C11 -0.3365 -1.7850 1.0901  0.00
H5 1.2300 -3.5854 3.5373  0.00
H6 2.5228 -1.4124 3.6613  0.00
H7 1.9064 0.4869 2.1019  0.00
H8 -1.0802 -1.8791 0.2809  0.00

ΔE to the lowest compared entry with this formula, charge and spin = 0.0 kcal/mol
multiplicity = 2
highest occupied orbital energy (alpha / beta) = -0.68737 / -0.68730 hartree
frontier orbital gap (alpha / beta) = 5.10 / 4.16 eV
net charge = +3
max |F| = 6.70 eV Å⁻¹

---

Record 4
ORCA calculation (ωB97M-V/def2-TZVPD) on a molecular structure, C11H8HgN2O4 in a non-equilibrium geometry.

Last column: natural (NBO) charge in e.
Element x y z (Å)
Hg1 -2.1145 0.1297 -0.0678  1.38
O1 -1.1712 -1.7447 -3.6135  -0.37
C1 -1.6335 -1.1434 -2.7616  0.46
C2 -2.6057 2.1182 1.8991  0.44
O2 -2.9078 2.6828 2.8375  -0.36
C3 -3.4858 -1.9691 1.0337  0.48
O3 -3.8039 -2.8983 1.6154  -0.33
C4 -1.1788 2.4179 -1.3342  0.44
O4 -0.7262 3.2162 -2.0000  -0.38
H1 -5.4951 1.2800 -2.2754  0.00
H2 -5.6822 1.7112 -1.7019  0.00
N1 2.0660 1.4920 1.0621  -0.47
C5 0.7476 1.7282 0.8858  0.24
N2 0.1621 0.6617 0.3688  -0.66
C6 1.1101 -0.3593 0.2532  0.13
C7 1.0496 -1.6585 -0.2301  -0.25
C8 2.2465 -2.3869 -0.2468  -0.17
C9 3.4551 -1.8428 0.2209  -0.16
C10 3.5117 -0.5326 0.7134  -0.19
C11 2.3209 0.1720 0.7047  0.09
H3 2.7505 2.1388 1.4447  0.46
H4 0.3097 2.7074 1.0898  0.25
H5 0.0693 -2.0238 -0.5646  0.20
H6 2.2537 -3.4075 -0.6263  0.25
H7 4.3511 -2.4697 0.1984  0.26
H8 4.4010 -0.0196 1.0948  0.25

highest occupied orbital energy = -0.57356 hartree
frontier orbital gap = 4.91 eV
net charge = +2
max |F| = 3.63 eV Å⁻¹

---

Record 5
ORCA calculation (ωB97M-V/def2-TZVPD) on a molecular structure, C11H8NO5V in a non-equilibrium geometry.

Last column: Mulliken spin population.
Element x y z (Å)
O1 -2.2994 -4.7468 3.2465  0.00
C1 -1.9374 -3.7987 2.7513  0.00
V1 -0.6516 -1.7077 0.5825  2.08
O2 -1.0119 -0.0332 3.3769  0.03
C2 -1.0261 -0.8176 2.5201  0.00
C3 -0.2476 -2.2336 -1.3971  -0.06
O3 -0.1787 -2.7822 -2.4612  0.05
C4 -2.5860 -1.3652 0.1900  -0.06
O4 -3.5789 -0.9335 -0.2590  0.09
C5 1.0473 -2.3753 1.4327  -0.05
O5 2.1470 -2.5251 1.8340  0.07
H1 -0.9374 -3.1672 0.6713  -0.12
C6 1.5023 3.5815 -1.6587  0.00
C7 0.9779 2.3281 -1.0714  0.01
C8 -0.2595 2.2792 -0.4511  0.00
C9 -0.7546 1.1208 0.0783  0.02
N1 -0.0090 0.0135 -0.1110  -0.08
C10 1.2329 -0.0359 -0.6536  0.01
C11 1.7217 1.1518 -1.1463  0.00
H2 0.8634 3.9569 -2.4623  0.00
H3 1.5719 4.3763 -0.9091  0.00
H4 2.5031 3.4277 -2.0810  0.00
H5 -0.8672 3.1399 -0.3798  0.00
H6 -1.6825 1.0263 0.6242  0.00
H7 1.7734 -0.9952 -0.6564  0.01
H8 2.6869 1.1150 -1.6098  0.00

ΔE to the lowest compared entry with this formula, charge and spin = 46.9 kcal/mol
multiplicity = 3
highest occupied orbital energy (alpha / beta) = -0.64645 / -0.65547 hartree
frontier orbital gap (alpha / beta) = 7.36 / 7.28 eV
net charge = +2
max |F| = 9.68 eV Å⁻¹

---

Record 6
ORCA calculation (ωB97M-V/def2-TZVPD) on 35 unconnected molecules or ions with the total composition C11H91N2O38P in a non-equilibrium geometry.

Last column: Mulliken charge in e.
Element x y z (Å)
C1 -3.8867 -0.7303 0.1203  -0.39
C2 -4.1311 0.6223 -0.7266  -0.29
O1 -2.9289 1.4851 -0.7016  -0.52
C3 -2.1131 1.1675 -1.8782  -0.33
C4 -0.6450 1.8028 -1.6939  -0.75
P1 0.7369 0.5547 -1.3344  1.00
N1 1.1714 1.5103 0.1200  0.84
C5 2.5761 2.0277 0.0976  -1.27
C6 0.8342 0.8188 1.3868  -0.17
C7 1.6719 -0.3942 2.0484  -0.46
O2 -0.2059 1.2508 2.0262  -0.59
N2 0.3099 -0.5134 -2.7134  0.35
C8 0.5512 -1.9547 -2.4238  -0.09
C9 1.8932 -2.5863 -1.8096  -0.36
O3 -0.4302 -2.7584 -2.6490  -0.63
C10 0.9119 -0.0834 -3.9835  0.54
C11 1.1546 -1.1930 -5.1669  -1.07
O4 1.2441 1.1351 -4.2806  -0.56
H1 -4.4052 -1.6212 -0.4096  -0.01
H2 -4.4338 -0.6284 1.1448  0.33
H3 -2.7738 -0.9442 0.3327  0.08
H4 -4.4615 0.3969 -1.8208  0.33
H5 -4.9523 1.2503 -0.1982  0.28
H6 -2.5836 1.6863 -2.8100  0.12
H7 -2.1429 0.0262 -1.9982  0.40
H8 -0.7072 2.5057 -0.7686  0.33
H9 -0.3556 2.4430 -2.6018  0.47
H10 0.5254 -0.5852 -0.4620  -0.23
H11 2.0452 0.7763 -1.8782  -0.15
H12 3.3833 1.2541 0.4059  0.02
H13 2.6247 2.8583 0.9146  0.45
H14 2.8604 2.5572 -0.8937  0.42
H15 2.5959 -0.6088 1.4019  -0.05
H16 0.9539 -1.3124 2.0382  0.16
H17 1.9340 -0.2167 3.1544  0.40
H18 1.5963 -3.0441 -0.7804  0.22
H19 2.7091 -1.7717 -1.6980  0.07
H20 2.2558 -3.4844 -2.4551  0.25
H21 1.0024 -0.6502 -6.1850  0.34
H22 0.3894 -2.0467 -5.1462  0.31
H23 2.2422 -1.5805 -5.1583  0.26
O5 4.8383 -1.6094 -0.5717  -0.51
H24 5.1492 -2.4249 -0.1526  0.20
H25 5.3135 -1.5829 -1.4125  0.23
O6 -4.3661 -3.8728 0.1821  -0.61
H26 -5.0020 -4.3468 0.7337  0.28
H27 -3.8064 -4.5717 -0.1819  0.30
O7 4.1508 2.5829 -4.6259  -0.59
H28 3.3411 2.0883 -4.4381  0.25
H29 4.7997 1.8978 -4.8355  0.33
O8 -4.3171 3.9810 -1.2853  -0.73
H30 -4.0086 3.0670 -1.1897  0.39
H31 -3.8102 4.4700 -0.6211  0.33
O9 -7.0780 3.7745 -0.7869  -0.71
H32 -7.3225 4.0713 -1.6759  0.33
H33 -6.4043 4.4088 -0.5057  0.34
O10 -3.5155 -6.0963 1.6026  -0.61
H34 -3.1984 -7.0041 1.7009  0.28
H35 -3.0093 -5.5982 2.2603  0.31
O11 4.5270 -4.0393 1.5458  -0.44
H36 4.0348 -4.8065 1.8673  0.23
H37 4.5918 -3.4629 2.3192  0.24
O12 -3.7360 -5.0464 4.6068  -0.58
H38 -4.5722 -4.5782 4.7340  0.29
H39 -3.8677 -5.8875 5.0642  0.29
O13 -0.9985 -3.6746 5.6253  -0.68
H40 -1.1586 -2.7633 5.3426  0.27
H41 -1.8452 -4.1193 5.4709  0.34
O14 6.4206 -0.6466 1.7552  -0.61
H42 6.8558 0.2076 1.8747  0.29
H43 6.0140 -0.5828 0.8773  0.35
O15 7.0516 4.2011 -4.2716  -0.64
H44 6.9136 5.1235 -4.5251  0.33
H45 6.2070 3.7758 -4.4700  0.30
O16 -6.0596 -6.7488 3.8625  -0.63
H46 -5.5285 -6.7195 3.0531  0.34
H47 -6.1941 -7.6928 4.0203  0.30
O17 6.2672 2.3871 -1.7004  -0.53
H48 6.0293 2.6902 -2.5869  0.21
H49 6.9296 3.0278 -1.4065  0.34
O18 -1.5786 -1.6088 7.8941  -0.63
H50 -1.4123 -2.3819 7.3368  0.35
H51 -2.4412 -1.2885 7.5997  0.31
O19 5.7554 -5.9897 -0.4781  -0.63
H52 5.2635 -6.7568 -0.1568  0.34
H53 5.8203 -5.4123 0.2968  0.26
O20 -2.8269 6.4421 -0.0586  -0.67
H54 -3.0634 6.7425 -0.9456  0.31
H55 -2.1686 7.0860 0.2377  0.30
O21 -0.1316 7.2314 -0.2947  -0.63
H56 0.4132 7.2794 -1.0891  0.27
H57 -0.2584 6.2840 -0.1570  0.41
O22 -8.4592 -4.8943 3.7919  -0.63
H58 -9.1908 -5.3599 3.3671  0.31
H59 -7.7781 -5.5739 3.8977  0.34
O23 -8.3656 6.0961 0.3963  -0.68
H60 -9.0079 5.6243 0.9424  0.30
H61 -7.8060 5.3927 0.0321  0.42
O24 -2.7739 -1.8129 3.7578  -0.55
H62 -2.3370 -0.9552 3.8515  0.31
H63 -3.2034 -1.7623 2.8928  0.26
O25 6.8318 -5.9476 2.1339  -0.59
H64 7.1420 -6.7614 2.5523  0.28
H65 7.3077 -5.9217 1.2928  0.35
O26 1.1861 -4.2300 3.4180  -0.59
H66 0.6918 -4.0886 4.2386  0.33
H67 0.5182 -4.1431 2.7258  0.27
O27 5.7150 3.8263 0.7474  -0.64
H68 5.8993 3.0666 0.1772  0.34
H69 4.8579 4.1467 0.4383  0.24
O28 7.4288 -0.9061 -0.9566  -0.56
H70 7.7406 -1.8155 -0.8577  0.29
H71 7.9194 -0.4172 -0.2837  0.30
O29 -8.7650 5.4527 -2.3702  -0.70
H72 -9.2672 5.5889 -1.5526  0.36
H73 -9.4252 5.5513 -3.0697  0.33
O30 1.4879 5.1147 -0.5931  -0.72
H74 2.0342 5.1609 -1.3892  0.30
H75 1.3565 4.1662 -0.4537  0.33
O31 0.3602 -4.1940 8.3333  -0.63
H76 0.7973 -3.3379 8.4301  0.32
H77 -0.0701 -4.1410 7.4684  0.33
O32 -0.4820 1.1324 -6.9943  -0.66
H78 -1.3344 1.2455 -6.5541  0.32
H79 0.1558 1.4999 -6.3680  0.31
O33 -6.0858 -2.8359 -1.7980  -0.59
H80 -6.8170 -3.3006 -2.2256  0.29
H81 -5.4055 -3.5142 -1.6923  0.30
O34 6.9144 4.7074 -7.1648  -0.60
H82 7.2141 3.8807 -6.7641  0.32
H83 7.3950 4.7497 -8.0018  0.30
O35 2.2893 -6.1473 -1.1723  -0.62
H84 2.0588 -5.8523 -2.0627  0.32
H85 2.9542 -5.5092 -0.8787  0.33
O36 -8.9194 8.2033 -2.9860  -0.66
H86 -8.6034 7.3858 -2.5700  0.39
H87 -8.4592 8.2270 -3.8346  0.31
O37 -0.5719 3.1803 4.8799  -0.65
H88 -0.3941 2.4206 4.3084  0.32
H89 -1.4278 3.5071 4.5739  0.31
O38 8.0961 4.7646 2.0708  -0.60
H90 7.3740 4.2997 1.6212  0.38
H91 8.7781 4.0898 2.1804  0.30

highest occupied orbital energy = -0.35577 hartree
frontier orbital gap = 9.15 eV
max |F| = 5.84 eV Å⁻¹

---

Question: What is the max |F| in the sixth record?
Answer: 5.84 eV Å⁻¹